(1)
A cluster of 2 separate species, C5H10N6O in total, computed with wB97M-V/def2-TZVPD.

The geometry in XYZ format:
```
22
C5H10N6O wB97M-V/def2-TZVPD
C -1.993 1.196 1.329
C -2.231 -0.026 0.478
C -2.618 0.077 -0.956
N -1.281 -0.307 -0.563
C -0.777 -1.592 -0.765
O -0.475 -2.360 0.109
H -2.925 1.531 1.801
H -1.251 0.986 2.114
H -1.601 2.015 0.722
H -2.606 -0.911 1.007
H -3.272 -0.707 -1.372
H -2.709 1.067 -1.425
H -0.650 -1.803 -1.855
N 3.292 1.364 -0.664
N 2.677 0.250 -0.152
C 3.275 -0.821 0.409
N 2.348 -1.664 0.769
N 1.177 -1.079 0.430
N 1.362 0.057 -0.131
H 2.896 2.183 -0.160
H 3.000 1.472 -1.641
H 4.363 -0.929 0.515
```

Its SMILES is C[C@H]1CN1C=O.Nn1cnnn1. Its spin multiplicity is 1. As for the orbital gap: 9.55 eV.

---

(2)
A cluster of 2 separate species, C2H2Br3P in total, computed with wB97M-V/def2-TZVPD.

The geometry in XYZ format:
```
8
C2H2Br3P wB97M-V/def2-TZVPD
C 0.822 -0.778 0.030
C 0.445 -0.567 -1.154
P -1.649 0.655 1.389
Br 0.370 -0.422 -2.970
Br -1.723 1.479 -0.658
Br 0.095 1.493 2.272
H 1.707 -1.355 0.308
H -0.068 -0.506 0.784
```

As for the expectation value of S²: 2.01. Its spin multiplicity is 3. As for the orbital gap (spin up / spin down): 7.27 / 8.02 eV.

---

Across the entries above, energy above the lowest of the compared OMol25 structures with the same formula, charge and spin takes the values 25.7, 11.3 kcal/mol, respectively.
Across the entries above, maximum force takes the values 3.3, 3.7 eV/Å, respectively.